Entry 1:
132
Properties=species:S:1:pos:R:3 method="wB97M-V/def2-TZVPD" lumo_energy_ev=-3.172 homo_ha=-0.412 e_tot_ha=-43390.33944 orbital_gap_ev=8.0 total_charge=+1
C 7.27873 -2.85741 1.29484
C 6.11281 -3.47178 2.04283
O 5.47001 -2.52378 2.87920
C 4.07008 -2.62425 2.86683
C 3.49834 -1.93824 1.62477
O 2.16770 -2.40685 1.40949
C 1.79665 -2.45721 0.07593
C 0.49210 -1.71218 -0.27702
C 0.30160 -0.24565 -0.31568
C -0.00050 0.29681 -1.73928
C 1.25919 0.93724 -2.29903
I 1.79004 2.74356 -1.26630
N -0.40437 -2.57547 -0.54215
C -0.04031 -3.98708 -0.39053
C -0.43415 -4.50068 1.06716
C -1.00349 -3.46459 2.03891
C -2.45509 -3.00805 1.80201
C -3.36634 -4.03543 1.13136
O -4.72608 -3.70774 1.37439
C -5.14148 -2.54313 0.70915
B -0.79832 -5.00382 -1.33237
C -0.36520 -6.51684 -1.39367
O -1.81456 -4.52123 -2.11013
C 1.48595 -3.89795 -0.48017
C 2.18415 -4.17764 -1.80571
C 1.65590 -3.88531 -3.08296
C 2.38229 -4.21722 -4.26929
C 3.65125 -4.83167 -4.19348
C 4.19282 -5.08978 -2.91696
C 3.46740 -4.77079 -1.74673
H 7.83396 -2.16831 1.92702
H 7.97549 -3.64091 0.99782
H 6.97415 -2.34352 0.38309
H 5.41614 -3.91197 1.32198
H 6.49426 -4.29983 2.64681
H 3.74003 -3.66856 2.83548
H 3.68636 -2.15765 3.77060
H 4.16503 -2.16649 0.78983
H 3.51053 -0.85671 1.77816
H 2.55220 -2.00147 -0.57430
H 1.13384 0.26425 0.16152
H -0.56412 -0.02563 0.31757
H -0.39019 -0.48690 -2.38795
H -0.75365 1.07412 -1.63881
H 1.07372 1.25123 -3.31554
H 2.06434 0.21618 -2.23439
H -1.34647 -2.34047 -0.84314
H 0.48418 -4.85942 1.52660
H -1.07856 -5.37538 0.99982
H -0.97954 -3.94408 3.02007
H -0.35453 -2.59335 2.12504
H -2.92568 -2.74712 2.74811
H -2.44157 -2.09413 1.19902
H -3.24718 -4.01236 0.04079
H -3.21428 -5.03829 1.52351
H -4.64120 -2.41084 -0.26151
H -4.92782 -1.64429 1.29487
H -6.20926 -2.58232 0.51144
H -1.21728 -7.19596 -1.41856
H 0.17718 -6.75458 -0.47456
H 0.34118 -6.69457 -2.20370
H -2.29704 -5.26898 -2.48198
H 2.01206 -4.54885 0.21581
H 0.67083 -3.43973 -3.18053
H 1.95774 -4.02328 -5.24509
H 4.19257 -5.11323 -5.08348
H 5.17165 -5.54873 -2.89434
H 3.93059 -5.00845 -0.79512
Br 5.74860 0.12022 -6.19885
C 4.73843 0.84123 -4.70358
C 5.22044 0.29760 -3.38225
Br 4.60942 -1.53071 -3.07121
H 3.69572 0.62438 -4.89902
H 4.89641 1.91753 -4.74271
H 4.80854 0.87853 -2.56228
H 6.30255 0.28048 -3.30280
Br -6.81159 0.96141 2.19172
C -7.75676 1.20840 0.51470
C -6.85016 1.77119 -0.54574
Br -6.52961 3.67328 -0.28161
H -8.61238 1.84342 0.72596
H -8.10450 0.21744 0.23036
H -7.31334 1.69417 -1.52718
H -5.87809 1.28878 -0.56564
Br -4.19404 4.25731 -5.89515
C -4.63210 4.49357 -4.01457
C -3.39810 4.46982 -3.15445
Br -2.71613 2.65774 -2.91890
H -5.34182 3.71686 -3.75540
H -5.11750 5.46461 -3.94862
H -3.62185 4.82210 -2.14995
H -2.58433 5.05494 -3.57114
Br 1.63275 7.33808 1.18929
C 2.83422 5.97865 0.48730
C 4.27273 6.26759 0.82505
Br 5.00014 7.67942 -0.29540
H 2.65516 5.92654 -0.58294
H 2.51524 5.04867 0.95668
H 4.89114 5.39488 0.62703
H 4.40899 6.57879 1.85545
Br 2.15583 5.76238 -6.54640
C 3.44730 4.31428 -6.66001
C 2.95314 3.19281 -7.53412
Br 1.60432 2.12444 -6.62199
H 3.64884 3.99472 -5.64159
H 4.34455 4.75785 -7.08594
H 3.76233 2.50191 -7.76481
H 2.50182 3.54244 -8.45656
Br 2.57332 8.07646 7.26873
C 3.32339 8.19504 5.47859
C 2.71189 7.18113 4.55095
Br 3.41252 5.39028 4.87111
H 4.39757 8.07870 5.57888
H 3.09737 9.20260 5.13670
H 2.96639 7.39317 3.51566
H 1.63328 7.11686 4.64757
Br -1.62384 -3.11412 5.61583
C -1.89930 -1.31338 6.30083
C -3.36419 -0.99061 6.40509
Br -4.13045 -0.61155 4.65882
H -1.36601 -0.63795 5.64027
H -1.43181 -1.30267 7.28277
H -3.51446 -0.08542 6.98896
H -3.94498 -1.79971 6.83532
Br -10.33670 1.25430 3.97093
C -9.67831 2.83467 4.89607
C -9.82443 4.07018 4.04977
Br -8.46896 4.14870 2.65531
H -8.64802 2.63396 5.17210
H -10.28652 2.91505 5.79421
H -9.67179 4.96512 4.64899
H -10.78900 4.12621 3.55631

---

Entry 2:
147
Properties=species:S:1:pos:R:3 method="wB97M-V/def2-TZVPD" lumo_energy_ev=-2.304 homo_ha=-0.336 e_tot_ha=-45454.86231 orbital_gap_ev=6.8 total_charge=0
C -0.48569 0.69515 -3.49510
C -1.76288 1.00484 -2.51816
C -2.13148 -0.17433 -1.44331
C -1.39403 -1.63843 -1.77762
C -2.01639 -2.32026 -3.17244
C -3.24510 -3.36837 -2.89249
N -2.78920 -4.83347 -2.78157
O -3.56642 -0.45224 -1.56935
S -4.54841 0.52787 -0.60223
O -6.05189 0.08843 -0.77902
O -4.46602 2.03179 -0.96924
C -4.07947 0.18665 1.21616
N -5.05052 -0.86037 1.75388
C -4.17718 1.58432 2.06622
C -5.70691 2.17076 2.10194
C -6.59627 1.63164 3.41288
F -5.77651 0.90906 4.41544
F -7.49668 0.57193 2.81506
C -7.60354 2.76922 4.00714
F -8.79562 2.07687 4.59323
F -8.12108 3.62636 2.87675
S -6.92074 3.90793 5.30610
F -6.78671 2.69712 6.50845
F -5.29695 3.77274 4.79274
F -7.08764 5.21706 4.15789
F -8.56634 4.26129 5.76970
F -6.39542 5.04950 6.47861
C -2.53158 -0.44299 1.14468
C -1.89346 -0.58325 2.63546
C -1.35866 -2.14410 2.91248
S 0.17563 -2.13777 4.05193
C 1.62596 -2.06393 2.84493
N 2.18343 -3.13094 1.92302
N 3.24796 -2.62987 1.16093
C 3.45339 -1.17832 1.55069
O 2.44792 -0.86273 2.57941
C -1.68384 0.41930 0.05370
C -0.04181 0.41865 0.27326
C 0.55435 1.93644 0.64903
C -0.14468 2.61358 1.96380
C 0.97514 2.63436 3.16030
N 0.92862 1.45776 4.10854
C 0.64562 1.98254 5.52970
C -0.70829 1.44204 6.28622
O 1.51267 2.83021 6.15176
H -0.81528 0.08142 -4.45916
H -0.09514 1.73889 -3.92207
H 0.44131 0.20587 -2.96559
H -2.66721 1.32331 -3.22275
H -1.48680 2.00006 -1.91921
H -0.23389 -1.56010 -1.88031
H -1.60401 -2.44563 -0.93363
H -2.30064 -1.41880 -3.88577
H -1.14156 -2.89710 -3.73007
H -3.76940 -3.06569 -1.89005
H -4.08555 -3.30320 -3.73777
H -3.06756 -5.11130 -1.79826
H -3.37375 -5.42825 -3.41419
H -4.80248 -1.16722 2.71994
H -5.13227 -1.67385 1.09095
H -3.53207 2.38524 1.45925
H -3.65150 1.53805 3.13692
H -5.63303 3.34791 2.23385
H -6.34634 1.96361 1.14460
H -2.68893 -1.55221 0.73195
H -0.97823 0.10127 2.87665
H -2.76765 -0.43168 3.43465
H -2.18090 -2.78094 3.48391
H -1.04397 -2.65195 1.90749
H 4.19591 -0.36245 1.15992
H -1.98750 1.57000 0.15714
H 0.34663 -0.41619 0.99417
H 0.46146 0.18504 -0.78485
H 0.23566 2.61130 -0.28273
H 1.72279 1.87425 0.67927
H -0.34343 3.75662 1.68101
H -1.18901 2.17820 2.26148
H 2.06064 2.66295 2.68436
H 0.86018 3.64888 3.75273
H 1.94105 1.13564 4.17958
H -0.82470 2.06282 7.27509
H -0.48378 0.31574 6.61195
H -1.61474 1.53898 5.55131
Br 0.72582 -2.29986 -5.53215
C 1.22175 -3.58837 -6.91021
C 0.16467 -4.65626 -7.06561
Br 0.26415 -5.96290 -5.61983
H 2.20375 -3.98497 -6.63781
H 1.31370 -3.00120 -7.82801
H 0.33025 -5.23295 -7.98000
H -0.85550 -4.26190 -7.06859
Br 0.65450 3.51473 -3.46157
C 1.70486 4.91762 -2.60487
C 3.11881 4.45680 -2.33967
Br 3.19542 3.26990 -0.79277
H 1.16641 5.21183 -1.69972
H 1.69782 5.75035 -3.31346
H 3.75821 5.30454 -2.07772
H 3.56489 3.91530 -3.17874
Br 0.17304 8.39863 -4.09236
C 1.22340 9.80151 -3.23566
C 2.63735 9.34069 -2.97045
Br 2.71396 8.15379 -1.42356
H 0.68495 10.09572 -2.33050
H 1.21636 10.63424 -3.94425
H 3.27675 10.18843 -2.70851
H 3.08343 8.79919 -3.80953
Br 7.32830 -2.45174 2.65951
C 6.52375 -4.07123 1.92792
C 7.58100 -5.06786 1.51451
Br 8.41030 -4.55600 -0.17598
H 5.87329 -3.76100 1.10545
H 5.91034 -4.47452 2.73827
H 7.13432 -6.04802 1.32514
H 8.38776 -5.17510 2.24520
Br -0.82100 -4.87556 6.71171
C 0.12128 -6.20631 5.64097
C 1.61313 -6.13241 5.86655
Br 2.39604 -4.61858 4.91636
H -0.16969 -6.04240 4.59969
H -0.27149 -7.17018 5.97604
H 2.11017 -7.01413 5.45227
H 1.88951 -6.02483 6.91930
Br 2.86849 -4.78818 -10.02529
C 4.77081 -4.75371 -9.59486
C 5.08605 -5.67279 -8.43820
Br 4.55076 -4.87708 -6.73884
H 5.03641 -3.70992 -9.40575
H 5.27389 -5.09305 -10.50445
H 6.16528 -5.82696 -8.35089
H 4.58802 -6.64421 -8.50569
Br -2.44495 4.33800 -5.81406
C -1.94902 3.04949 -7.19212
C -3.00610 1.98161 -7.34751
Br -2.90662 0.67496 -5.90174
H -0.96702 2.65289 -6.91971
H -1.85707 3.63667 -8.10992
H -2.84052 1.40491 -8.26191
H -4.02627 2.37596 -7.35049
Br 9.57084 -2.18917 6.12397
C 8.56010 -0.61499 6.67682
C 7.36483 -1.00021 7.51640
Br 5.92097 -1.70266 6.40765
H 8.29470 -0.07019 5.76657
H 9.26419 -0.01632 7.26115
H 6.94054 -0.12126 8.00991
H 7.58834 -1.76235 8.26835

---

Entry 3:
125
Properties=species:S:1:pos:R:3 method="wB97M-V/def2-TZVPD" lumo_energy_ev=-1.993 homo_ha=-0.371 e_tot_ha=-3484.54308 orbital_gap_ev=8.1 total_charge=+1
C -3.98757 -1.54644 6.72567
C -4.72711 -1.21052 5.70866
C -5.60232 -0.97309 4.37068
C -4.72576 -1.40814 3.04974
C -4.85851 -0.42312 1.80345
C -3.54653 0.30221 1.23046
P -4.27484 1.92989 0.43188
N -5.92733 1.65355 -0.16682
O -3.38186 2.37437 -0.97092
C -2.52902 0.86891 2.40291
C -2.90566 2.29916 3.03071
Cl -4.58056 2.38432 3.83693
C -1.88494 2.50562 4.31482
C -1.05578 3.92055 4.20017
N -1.09087 0.83947 2.02550
C -0.56667 1.88939 1.17485
C 1.02902 1.75225 0.80263
C 1.69315 3.16336 0.35869
C 3.23584 3.13416 0.83131
N 4.24051 3.23993 -0.27680
C 5.57227 2.90423 0.39490
C 4.08205 2.17604 -1.30285
C 3.88705 0.60410 -1.02709
O 4.15014 2.54130 -2.53519
C -0.71308 -0.55759 1.80920
C -1.69240 -1.39481 0.77124
P -2.17691 -3.10108 1.32715
O -3.60493 -3.58900 1.05210
O -1.15002 -4.23803 0.50279
O -1.87388 -3.44807 3.00266
N -2.75681 -0.49330 0.19546
C -3.52489 -1.05457 -0.95615
C -3.00255 -0.53231 -2.42682
C -1.42972 -0.74110 -2.68614
C -1.08961 -2.30505 -2.83731
N 0.35397 -2.66511 -2.72349
C 0.95441 -3.08623 -3.98771
C 2.45793 -3.48784 -3.72628
C 2.65249 -3.24415 -2.16719
C 1.26827 -2.72331 -1.58506
H -3.22599 -2.06263 7.42539
H -6.50787 -1.69906 4.47455
H -6.05248 0.07528 4.29185
H -3.67246 -1.64568 3.42753
H -5.18574 -2.43769 2.75480
H -5.47994 -0.99406 0.99917
H -5.58484 0.42917 2.13402
H -6.12066 0.66952 -0.40032
H -6.54815 1.85670 0.65116
H -3.34506 3.36883 -0.93332
H -2.56076 0.16092 3.33478
H -2.67418 3.21145 2.36862
H -1.19933 1.60360 4.48771
H -2.48192 2.62484 5.30871
H -1.66339 4.68574 3.56462
H 0.01059 3.76543 3.79364
H -0.99565 4.39563 5.25596
H -1.07271 2.04499 0.12983
H -0.62218 2.95147 1.65665
H 1.61320 1.18040 1.60665
H 1.04096 1.08509 -0.15571
H 1.09564 4.07479 0.76157
H 1.60473 3.24000 -0.80100
H 3.39414 4.02744 1.55213
H 3.51358 2.18863 1.44819
H 6.37638 2.94618 -0.42761
H 5.78290 3.62657 1.27155
H 5.56047 1.81605 0.81711
H 3.80929 0.31924 0.08179
H 4.80698 0.05429 -1.47669
H 2.97953 0.24273 -1.65065
H -0.86938 -1.09804 2.83389
H 0.38184 -0.78020 1.53882
H -0.96987 -1.56316 -0.13521
H -1.52504 -5.13052 0.73745
H -1.56393 -4.38732 3.06621
H -2.17262 0.25312 -0.26879
H -4.64583 -0.82193 -0.98144
H -3.45159 -2.21115 -1.07047
H -3.39894 0.50633 -2.70131
H -3.53977 -1.26141 -3.16582
H -0.81855 -0.19451 -1.85847
H -1.16537 -0.17882 -3.67273
H -1.65172 -2.90894 -2.03196
H -1.44706 -2.62716 -3.88505
H 0.42179 -3.12801 -4.99993
H 3.21924 -3.89323 -4.48620
H 3.62945 -3.46056 -1.59857
H 1.00150 -2.46956 -0.50236
C 0.73642 1.23073 -8.45091
C 1.71361 0.64755 -7.43538
C 1.26877 -0.71341 -6.89420
C -0.05982 -0.57821 -6.19965
N -1.11280 -0.47099 -5.64803
H -0.24429 1.41874 -8.00534
H 1.10833 2.18587 -8.83028
H 0.60459 0.55455 -9.30151
H 1.83003 1.35559 -6.60809
H 2.69480 0.54031 -7.90718
H 2.00652 -1.09461 -6.18235
H 1.17588 -1.43896 -7.70766
C -0.08296 -8.02778 -1.67469
C 0.78387 -8.80613 -0.69026
C 0.02529 -9.22141 0.57286
C -0.47229 -7.99839 1.29520
N -0.86645 -7.02905 1.86634
H -0.43688 -7.08680 -1.24433
H 0.49082 -7.77839 -2.57088
H -0.95390 -8.61606 -1.98061
H 1.64946 -8.19286 -0.41834
H 1.16794 -9.70237 -1.18634
H 0.68382 -9.78608 1.23839
H -0.82644 -9.85856 0.31809
C 6.90876 7.25945 1.68336
C 5.75651 7.98187 2.37362
C 5.57537 7.55644 3.83272
C 5.27631 6.08249 3.90221
N 5.03985 4.91455 3.95725
H 6.73818 6.18039 1.63650
H 7.01849 7.61498 0.65562
H 7.85308 7.43665 2.20766
H 4.83378 7.79274 1.81475
H 5.93966 9.05991 2.33644
H 4.74881 8.11034 4.28595
H 6.48068 7.76618 4.40954